{"formula": "C47H106NO22S", "method": "the ωB97M-V functional and the def2-TZVPD basis", "elements": ["C", "C", "C", "C", "C", "C", "O", "C", "C", "O", "C", "C", "O", "O", "C", "C", "C", "S", "C", "C", "O", "C", "C", "C", "C", "C", "C", "C", "N", "C", "C", "C", "C", "C", "C", "C", "C", "O", "C", "C", "O", "H", "H", "H", "H", "H", "H", "H", "H", "H", "H", "H", "H", "H", "H", "H", "H", "H", "H", "H", "H", "H", "H", "H", "H", "H", "H", "H", "H", "H", "H", "H", "H", "H", "H", "H", "H", "H", "H", "H", "H", "H", "H", "H", "H", "H", "H", "C", "O", "H", "H", "H", "H", "C", "O", "H", "H", "H", "H", "C", "O", "H", "H", "H", "H", "C", "O", "H", "H", "H", "H", "C", "O", "H", "H", "H", "H", "C", "O", "H", "H", "H", "H", "C", "O", "H", "H", "H", "H", "C", "O", "H", "H", "H", "H", "C", "O", "H", "H", "H", "H", "C", "O", "H", "H", "H", "H", "C", "O", "H", "H", "H", "H", "C", "O", "H", "H", "H", "H", "C", "O", "H", "H", "H", "H", "C", "O", "H", "H", "H", "H", "C", "O", "H", "H", "H", "H"], "xyz": [[-3.27, 2.83, 1.47], [-2.45, 1.57, 1.60], [-1.17, 1.82, 2.40], [-0.04, 0.89, 2.17], [-0.04, -0.48, 2.61], [-1.27, -1.01, 3.26], [-1.02, -1.96, 4.28], [-1.88, -3.03, 4.35], [-1.68, -4.08, 3.40], [-2.66, -3.01, 5.19], [1.10, -1.26, 2.41], [1.22, -2.68, 2.84], [1.13, -3.52, 2.03], [1.48, -2.97, 4.08], [1.96, -1.99, 5.02], [2.31, -2.73, 6.28], [1.82, -1.98, 7.50], [3.07, -2.20, 8.79], [2.21, -0.74, 1.75], [3.46, -1.49, 1.46], [3.74, -1.56, 0.06], [2.80, -2.33, -0.64], [1.89, -1.69, -1.49], [0.94, -2.46, -2.18], [0.91, -3.85, -2.01], [1.87, -4.48, -1.18], [2.82, -3.72, -0.50], [2.16, 0.58, 1.35], [1.08, 1.37, 1.55], [1.21, 2.76, 1.03], [0.41, 3.02, -0.22], [0.47, 1.88, -1.21], [0.25, 2.32, -2.64], [-0.91, 3.24, -2.91], [-2.29, 2.63, -2.67], [-3.03, 2.50, -3.97], [-4.33, 1.73, -3.90], [-4.45, 0.87, -2.75], [-3.79, -0.24, -2.75], [-3.97, -0.92, -1.46], [-3.12, -0.62, -3.68], [-3.62, 3.16, 2.43], [-4.11, 2.67, 0.82], [-2.70, 3.62, 1.02], [-2.19, 1.22, 0.61], [-3.05, 0.83, 2.09], [-0.88, 2.84, 2.27], [-1.40, 1.73, 3.44], [-1.79, -0.20, 3.72], [-1.93, -1.41, 2.51], [-0.81, -4.66, 3.66], [-2.55, -4.69, 3.39], [-1.53, -3.71, 2.40], [2.83, -1.51, 4.62], [1.21, -1.26, 5.21], [1.84, -3.69, 6.25], [3.37, -2.84, 6.35], [0.90, -2.40, 7.86], [1.69, -0.93, 7.33], [2.53, -1.42, 9.71], [4.31, -1.01, 1.91], [3.43, -2.49, 1.85], [1.93, -0.63, -1.62], [0.24, -1.98, -2.83], [0.18, -4.44, -2.52], [1.83, -5.54, -1.06], [3.53, -4.19, 0.15], [2.99, 1.02, 0.84], [2.25, 2.89, 0.78], [0.95, 3.45, 1.80], [0.81, 3.90, -0.68], [-0.62, 3.23, 0.00], [-0.26, 1.13, -0.94], [1.43, 1.41, -1.16], [0.14, 1.46, -3.29], [1.13, 2.82, -2.95], [-0.84, 3.48, -3.96], [-0.82, 4.18, -2.40], [-2.19, 1.67, -2.19], [-2.84, 3.30, -2.04], [-3.29, 3.48, -4.30], [-2.41, 2.05, -4.73], [-4.48, 1.14, -4.78], [-5.16, 2.40, -3.83], [-3.80, -1.97, -1.60], [-3.28, -0.50, -0.75], [-4.97, -0.75, -1.11], [3.42, 4.01, -4.51], [2.34, 4.71, -3.90], [3.53, 3.07, -3.99], [3.23, 3.81, -5.57], [4.36, 4.57, -4.43], [2.24, 5.56, -4.36], [4.34, 5.65, -1.28], [3.12, 5.35, -0.59], [5.14, 5.51, -0.55], [4.50, 4.98, -2.12], [4.35, 6.68, -1.63], [2.41, 5.48, -1.23], [-6.60, -2.53, 0.84], [-5.46, -3.22, 0.32], [-6.39, -1.46, 0.76], [-7.50, -2.75, 0.27], [-6.79, -2.77, 1.89], [-5.64, -4.17, 0.36], [7.28, -2.42, 0.43], [6.14, -2.80, 1.19], [8.13, -2.45, 1.10], [7.46, -3.10, -0.40], [7.18, -1.40, 0.03], [5.37, -2.77, 0.60], [6.27, -4.81, 9.62], [6.14, -3.93, 10.74], [6.99, -5.58, 9.88], [5.32, -5.28, 9.38], [6.64, -4.27, 8.74], [5.50, -3.25, 10.50], [0.44, -8.63, -0.37], [1.00, -8.39, -1.67], [-0.48, -8.07, -0.31], [0.22, -9.69, -0.22], [1.12, -8.29, 0.42], [1.82, -8.88, -1.73], [-2.82, 6.35, -6.35], [-2.57, 5.90, -5.01], [-2.82, 5.46, -6.98], [-3.79, 6.83, -6.43], [-2.04, 7.03, -6.68], [-2.55, 6.67, -4.44], [2.16, -6.82, 3.61], [1.10, -6.31, 2.82], [2.09, -7.91, 3.60], [3.14, -6.54, 3.22], [2.09, -6.49, 4.65], [1.16, -5.35, 2.82], [10.09, -5.77, 9.51], [9.14, -6.49, 8.72], [9.51, -5.12, 10.17], [10.69, -6.44, 10.13], [10.75, -5.16, 8.90], [9.63, -7.08, 8.13], [-4.97, -6.41, -2.21], [-6.02, -5.47, -1.96], [-5.06, -7.18, -1.45], [-5.06, -6.87, -3.19], [-3.98, -5.95, -2.12], [-5.96, -4.78, -2.62], [3.43, 8.83, -3.22], [3.18, 7.72, -4.08], [2.73, 8.76, -2.39], [4.45, 8.79, -2.84], [3.28, 9.78, -3.73], [3.81, 7.77, -4.81], [-2.35, 0.39, -7.02], [-2.90, -0.92, -7.09], [-2.41, 0.84, -8.00], [-2.93, 0.99, -6.31], [-1.30, 0.36, -6.70], [-2.85, -1.29, -6.20], [-5.39, 5.72, -2.30], [-5.02, 5.09, -3.54], [-6.38, 5.36, -2.04], [-4.70, 5.47, -1.49], [-5.43, 6.80, -2.41], [-4.15, 5.43, -3.79], [-4.87, 1.90, -9.61], [-5.28, 3.01, -8.81], [-3.92, 2.16, -10.06], [-4.74, 1.01, -8.99], [-5.59, 1.69, -10.40], [-6.12, 2.80, -8.41], [-5.33, 8.19, 0.59], [-5.77, 6.83, 0.49], [-5.37, 8.60, -0.41], [-5.97, 8.78, 1.24], [-4.30, 8.25, 0.95], [-5.75, 6.45, 1.37]], "multiplicity": 1, "e_lumo_ev": -3.60, "e_tot_ev": -107815.816, "total_charge": 1}

=====

{"formula": "C5H8O5", "method": "the ωB97M-V functional and the def2-TZVPD basis", "elements": ["O", "C", "C", "C", "O", "C", "O", "C", "O", "H", "H", "H", "H", "H", "H", "O", "H", "H"], "xyz": [[0.85, 1.45, 1.43], [1.08, 0.77, 0.22], [-0.04, -0.24, -0.01], [-1.38, 0.34, -0.40], [-0.20, -0.80, -1.24], [-0.30, -1.06, 1.26], [-0.04, -2.22, 1.40], [-1.34, -0.32, 2.10], [-1.97, 0.52, 1.47], [0.69, 2.39, 1.26], [1.13, 1.45, -0.64], [2.02, 0.20, 0.29], [-2.25, -0.25, -0.66], [-1.38, 1.38, -0.76], [-1.75, -0.77, 3.02], [1.95, -0.72, -2.88], [1.12, -0.68, -2.35], [1.82, -1.43, -3.51]], "multiplicity": 1, "e_lumo_ev": -1.24, "e_tot_ev": -15547.588}

=====

{"formula": "H8O4", "method": "the ωB97M-V functional and the def2-TZVPD basis", "elements": ["O", "H", "H", "O", "H", "H", "O", "H", "H", "O", "H", "H"], "xyz": [[17.68, 19.99, 14.16], [17.53, 20.16, 15.08], [18.63, 20.00, 14.04], [14.76, 18.55, 16.05], [14.67, 18.91, 15.21], [15.06, 17.64, 15.98], [16.90, 20.02, 16.85], [16.17, 19.47, 16.58], [16.39, 20.83, 16.92], [17.67, 17.34, 16.68], [17.64, 17.21, 15.73], [17.65, 18.34, 16.71]], "smiles": "O.O.O.O", "multiplicity": 1, "e_lumo_ev": 0.50, "e_tot_ev": -8319.887}

=====

{"formula": "C2H2N2O2", "method": "the ωB97M-V functional and the def2-TZVPD basis", "elements": ["C", "C", "H", "H", "N", "N", "O", "O"], "xyz": [[-0.47, -0.19, 0.30], [0.89, -0.10, -1.19], [-1.80, -1.38, 1.03], [1.42, -0.15, -2.19], [-0.18, -0.86, -0.75], [1.24, 0.85, -0.36], [-1.49, -0.38, 1.12], [0.29, 0.79, 0.67]], "multiplicity": 1, "e_lumo_ev": 0.44, "e_tot_ev": -9179.951}

=====

{"formula": "H22O11", "method": "the ωB97M-V functional and the def2-TZVPD basis", "elements": ["O", "H", "H", "O", "H", "H", "O", "H", "H", "O", "H", "H", "O", "H", "H", "O", "H", "H", "O", "H", "H", "O", "H", "H", "O", "H", "H", "O", "H", "H", "O", "H", "H"], "xyz": [[3.35, 0.10, -4.52], [3.62, 0.88, -4.06], [2.43, -0.06, -4.69], [-0.52, 2.20, 2.88], [-0.14, 1.35, 2.56], [-0.72, 1.76, 3.73], [1.46, -1.69, -1.71], [1.08, -1.71, -2.59], [1.34, -2.38, -1.06], [-2.01, -3.37, -0.40], [-1.75, -2.70, 0.29], [-2.48, -3.94, 0.23], [-0.95, -2.08, -2.79], [-1.23, -2.46, -1.97], [-1.47, -2.12, -3.58], [-2.00, 2.93, -0.54], [-1.41, 2.81, -1.33], [-1.94, 3.88, -0.76], [0.75, 1.76, -1.08], [0.43, 0.92, -1.43], [0.22, 2.12, -0.35], [1.20, -3.92, 1.81], [0.81, -4.31, 1.02], [0.71, -3.13, 2.21], [2.26, -0.66, 1.41], [2.90, -0.96, 2.06], [2.16, -1.11, 0.59], [-0.36, 4.65, 0.48], [0.45, 4.20, 0.75], [-1.03, 4.00, 0.81], [-2.24, 0.61, 3.97], [-2.64, 1.21, 3.32], [-2.29, 1.23, 4.75]], "smiles": "O.O.O.O.O.O.O.O.O.O.O", "multiplicity": 1, "e_lumo_ev": -0.29, "e_tot_ev": -22877.627}

=====

{"formula": "C28H46FeN2O5SSbSi3", "method": "the ωB97M-V functional and the def2-TZVPD basis", "elements": ["Fe", "O", "O", "C", "N", "C", "C", "C", "O", "N", "C", "O", "H", "H", "H", "H", "H", "C", "Si", "C", "C", "Sb", "Si", "C", "C", "C", "Si", "C", "C", "C", "H", "H", "H", "H", "H", "H", "H", "H", "H", "H", "H", "H", "H", "H", "H", "H", "H", "H", "H", "H", "H", "H", "H", "H", "H", "H", "H", "O", "S", "C", "C", "C", "C", "C", "C", "C", "C", "C", "C", "C", "C", "C", "C", "H", "H", "H", "H", "H", "H", "H", "H", "H", "H", "H", "H", "H", "H"], "xyz": [[0.23, -0.93, -1.00], [-0.15, -1.81, 0.60], [-1.38, -1.38, -0.07], [5.03, -3.24, -2.36], [3.75, -2.53, -2.57], [3.25, -2.43, -3.82], [2.05, -1.86, -4.12], [1.35, -1.38, -3.00], [0.16, -0.87, -2.92], [1.88, -1.42, -1.77], [3.06, -2.06, -1.44], [3.45, -2.20, -0.31], [4.91, -4.29, -2.63], [5.29, -3.16, -1.31], [5.80, -2.78, -2.97], [3.87, -2.86, -4.59], [1.65, -1.82, -5.12], [-4.60, -1.22, 3.70], [-3.72, -2.24, 2.41], [-4.85, -3.16, 1.27], [-2.45, -3.43, 3.06], [-2.51, -0.20, 1.24], [-4.28, -0.03, -0.69], [-5.81, 0.54, 0.20], [-3.61, 1.28, -1.83], [-4.47, -1.62, -1.63], [0.71, -1.31, 2.34], [1.49, -2.98, 2.37], [1.81, 0.03, 1.72], [-0.07, -0.77, 3.92], [-5.25, -1.83, 4.33], [-5.24, -0.46, 3.24], [-3.89, -0.72, 4.36], [-5.25, -4.03, 1.81], [-4.30, -3.55, 0.41], [-5.69, -2.57, 0.93], [-2.95, -4.21, 3.64], [-1.72, -2.98, 3.72], [-1.93, -3.92, 2.24], [-5.64, 1.48, 0.73], [-6.18, -0.20, 0.91], [-6.62, 0.72, -0.53], [-3.81, 2.28, -1.45], [-4.11, 1.17, -2.79], [-2.54, 1.17, -2.02], [-5.27, -2.25, -1.23], [-3.56, -2.22, -1.69], [-4.74, -1.33, -2.65], [1.80, -3.32, 1.38], [0.86, -3.75, 2.82], [2.39, -2.88, 2.99], [2.41, -0.27, 0.86], [2.51, 0.24, 2.54], [1.26, 0.95, 1.50], [-0.83, -1.41, 4.34], [-0.46, 0.24, 3.86], [0.79, -0.78, 4.61], [0.34, 0.90, -0.90], [1.05, 1.78, -2.01], [-0.12, 3.14, -2.23], [-0.36, 3.98, -1.02], [-1.13, 3.52, 0.05], [-1.29, 4.31, 1.18], [-0.69, 5.56, 1.26], [0.07, 6.03, 0.20], [0.24, 5.24, -0.93], [2.36, 2.65, -1.15], [3.60, 1.82, -0.90], [4.17, 1.83, 0.36], [5.35, 1.14, 0.60], [5.96, 0.43, -0.42], [5.39, 0.42, -1.69], [4.22, 1.11, -1.93], [-1.01, 2.65, -2.63], [0.32, 3.73, -3.04], [-1.59, 2.55, 0.00], [-1.89, 3.95, 2.00], [-0.82, 6.17, 2.14], [0.53, 7.00, 0.25], [0.82, 5.62, -1.77], [1.93, 3.06, -0.23], [2.58, 3.48, -1.83], [3.71, 2.40, 1.16], [5.79, 1.16, 1.59], [6.88, -0.11, -0.23], [5.88, -0.11, -2.49], [3.80, 1.12, -2.93]], "s2": 1.0788, "multiplicity": 2, "e_lumo_ev": [-7.04, -6.37], "e_tot_ev": -118379.917, "total_charge": 2}

=====

{"formula": "C3H9NO2", "method": "the ωB97M-V functional and the def2-TZVPD basis", "elements": ["C", "N", "C", "C", "O", "H", "H", "H", "H", "H", "H", "H", "O", "H", "H"], "xyz": [[-0.54, -0.67, 1.35], [-0.92, 0.09, 0.07], [-1.87, -0.58, -0.94], [0.06, 0.90, -0.25], [1.12, 1.10, 0.44], [-0.09, 0.00, 2.10], [0.07, -1.58, 1.10], [-1.55, -0.98, 1.58], [-1.59, -1.58, -1.31], [-1.91, 0.12, -1.79], [-2.92, -0.48, -0.45], [-0.32, 1.65, -1.03], [3.66, 0.50, -0.59], [4.07, 0.96, 0.17], [2.71, 0.56, -0.45]], "smiles": "CN(C)C=O.O", "multiplicity": 1, "e_lumo_ev": 0.61, "e_tot_ev": -8841.056}

=====

{"formula": "C7H19INbORb", "method": "the ωB97M-V functional and the def2-TZVPD basis", "elements": ["C", "O", "C", "C", "C", "Nb", "C", "C", "C", "I", "H", "H", "H", "H", "H", "H", "H", "H", "H", "H", "H", "H", "H", "H", "H", "H", "H", "H", "H", "Rb"], "xyz": [[-1.22, -2.40, -3.31], [-0.93, -1.12, -3.83], [-1.28, -0.06, -2.97], [-0.27, 0.20, -1.85], [-0.81, 1.28, -0.91], [0.67, 1.97, 0.65], [1.48, -0.10, 1.20], [1.06, -0.70, 2.53], [-0.44, -0.85, 2.76], [2.00, 0.39, 4.16], [-2.21, -2.43, -2.85], [-0.48, -2.72, -2.59], [-1.20, -3.10, -4.14], [-1.37, 0.85, -3.56], [-2.24, -0.26, -2.50], [-0.15, -0.75, -1.33], [0.67, 0.47, -2.31], [-1.75, 0.94, -0.50], [-1.03, 2.16, -1.52], [-0.72, 1.97, 1.85], [1.62, 2.56, 2.10], [2.06, 2.39, -0.50], [0.20, 3.73, 0.38], [1.28, -0.88, 0.46], [2.56, 0.00, 1.22], [1.50, -1.69, 2.64], [-0.79, -0.12, 3.47], [-0.68, -1.82, 3.16], [-0.98, -0.65, 1.84], [3.44, 0.73, 6.26]], "multiplicity": 1, "e_lumo_ev": -1.54, "e_tot_ev": -19910.291}

=====

{"formula": "C3H6N2O", "method": "the ωB97M-V functional and the def2-TZVPD basis", "elements": ["O", "C", "N", "C", "C", "N", "H", "H", "H", "H", "H", "H"], "xyz": [[0.12, 0.67, 1.97], [0.09, 0.59, 0.60], [-1.13, 0.72, -0.14], [-0.75, -0.49, -0.94], [0.48, -0.69, -0.10], [1.26, 0.60, -0.20], [0.05, -0.32, 1.75], [-1.17, 1.58, -0.68], [-0.52, -0.29, -1.98], [-1.51, -1.27, -0.84], [1.03, -1.62, 0.12], [2.04, 0.51, 0.45]], "smiles": "O[C@]12NC[C@H]1N2", "multiplicity": 1, "e_lumo_ev": 0.96, "e_tot_ev": -8232.240}

=====

Which of these has the highest multiplicity? C28H46FeN2O5SSbSi3

=====

Among the records above, which one has the highest multiplicity? C28H46FeN2O5SSbSi3